1.
50
Properties=species:S:1:pos:R:3:mulliken_spin:R:1 method="wB97M-V/def2-TZVPD" charge=+1 lumo_energy_ev="-3.63 / -7.72" s2=0.756 spin_multiplicity=2 gap_ev="7.9 / 3.8" homo_energy_ev="-11.5 / -11.5"
Hg 0.048 0.454 -0.004 0.00
O 1.336 -3.327 -2.238 0.00
C 0.797 -2.214 -1.756 0.00
O 0.807 -1.899 -0.596 0.00
C 0.134 -1.348 -2.783 0.00
C 0.002 -1.635 -4.120 0.00
C -0.703 -0.730 -4.911 0.00
C -1.230 0.414 -4.341 0.00
C -1.007 0.642 -2.990 0.00
N -0.341 -0.234 -2.247 0.00
C -1.455 1.929 -2.315 0.00
O -2.203 2.678 -2.905 0.00
O -0.950 2.127 -1.119 0.00
H 1.744 -3.801 -1.499 0.00
H 0.428 -2.545 -4.524 0.00
H -0.835 -0.923 -5.969 0.00
H -1.797 1.143 -4.906 0.00
Br -0.120 -1.220 2.366 0.00
B 1.734 -1.297 3.094 0.00
B 2.348 -2.684 3.999 0.00
C 3.484 -2.020 5.069 0.00
B 2.056 -1.141 4.831 0.00
B 3.621 -0.342 5.050 0.00
B 4.868 -1.357 4.325 0.00
B 4.092 -2.803 3.702 0.00
B 2.989 -2.363 2.394 0.00
Br 2.719 -3.691 0.995 0.00
B 4.545 -1.501 2.573 0.00
Br 5.984 -1.710 1.295 0.00
B 4.263 0.047 3.445 0.00
Br 5.358 1.613 3.123 0.00
B 2.522 0.170 3.769 0.00
Br 1.665 1.925 3.844 0.00
B 3.079 -0.560 2.229 0.00
Br 2.799 0.479 0.567 0.00
H 1.717 -3.642 4.291 0.00
H 3.606 -2.511 6.021 0.00
H 1.233 -1.085 5.687 0.00
H 3.836 0.280 6.035 0.00
H 5.939 -1.437 4.822 0.00
H 4.634 -3.851 3.778 0.00
I -3.400 4.016 4.247 0.39
C -2.178 3.463 2.813 0.33
C -1.689 4.287 1.736 0.07
N -0.935 3.496 1.059 0.11
N -0.845 2.197 1.576 0.08
C -1.596 2.149 2.606 0.03
H -1.871 5.322 1.475 0.00
H -0.500 3.675 0.153 -0.01
H -1.691 1.247 3.200 0.00

=====

2.
27
Properties=species:S:1:pos:R:3:lowdin_charge:R:1 method="wB97M-V/def2-TZVPD" e_above_lowest_ev=2.6200 charge=+1 lumo_energy_ev=-4.79 gap_ev=8.1 homo_energy_ev=-12.9
C 3.555 0.545 -0.119 -0.07
C 2.807 1.418 0.517 -0.06
C 3.066 -0.612 -0.731 0.01
C 1.474 1.109 0.679 -0.08
C 1.679 -0.791 -0.669 -0.09
C -2.468 1.631 -0.546 -0.04
C -2.118 1.416 0.840 0.01
C -2.208 0.742 -1.529 0.02
C -1.530 0.274 1.267 -0.08
C -1.467 -0.473 -1.134 -0.11
C -1.169 -0.662 0.331 -0.23
C -0.986 -2.098 0.708 -0.03
N 1.004 0.021 0.142 0.04
H 4.605 0.822 0.033 0.14
H 3.293 2.284 0.841 0.11
H 3.623 -1.470 -1.041 0.11
H 0.783 1.749 1.333 0.15
H 1.195 -1.733 -0.969 0.12
H -3.278 2.299 -0.643 0.10
H -2.579 2.092 1.528 0.12
H -2.432 0.987 -2.523 0.11
H -1.502 0.076 2.380 0.16
H -1.916 -1.357 -1.464 0.13
H -0.499 -0.638 -1.593 0.12
H -0.359 -2.713 -0.017 0.10
H -2.008 -2.587 0.633 0.13
H -0.565 -2.330 1.745 0.12

=====

3.
19
Properties=species:S:1:pos:R:3:mulliken_spin:R:1 method="wB97M-V/def2-TZVPD" e_above_lowest_ev=0.9396 charge=+1 lumo_energy_ev="-3.58 / -7.37" s2=2.010 spin_multiplicity=3 gap_ev="7.5 / 6.4" homo_energy_ev="-11.1 / -13.8"
C -0.930 1.500 -1.305 0.05
C -0.567 1.665 0.099 0.22
C -1.251 0.175 -0.531 0.47
C -0.412 -0.831 -0.030 0.59
C 0.972 -0.768 -0.509 0.03
C -0.956 -2.135 0.471 -0.02
N 0.623 1.426 0.570 0.33
I -3.267 0.016 0.135 0.15
H -1.811 2.012 -1.570 0.01
H -0.061 1.608 -1.985 0.01
H -1.151 2.016 0.953 0.00
H 1.734 -0.287 0.083 0.04
H 1.072 -0.278 -1.434 0.01
H 1.415 -1.778 -0.647 0.02
H -0.424 -2.572 1.355 0.04
H -0.859 -3.075 -0.221 0.06
H -2.038 -2.105 0.781 0.00
H 1.488 1.807 0.151 0.01
H 0.716 1.502 1.550 -0.01

=====

4.
37
Properties=species:S:1:pos:R:3:lowdin_charge:R:1 method="wB97M-V/def2-TZVPD" e_above_lowest_ev=1.9610 charge=+1 lumo_energy_ev=-2.26 gap_ev=10.6 homo_energy_ev=-12.9
Li 0.181 -0.098 0.015 0.64
C 0.798 -2.213 -2.169 -0.12
O -0.362 -1.764 -1.504 -0.09
H 0.813 -2.085 -3.454 0.17
H 0.817 -3.084 -2.197 -0.07
H 1.928 -1.999 -2.093 0.13
H -1.066 -2.069 -1.995 0.06
C 2.161 0.315 2.078 -0.07
O 2.048 -0.644 0.999 -0.10
H 1.813 -0.100 2.840 0.00
H 1.646 1.320 1.704 0.13
H 3.173 0.625 2.381 0.10
H 2.305 -1.385 1.372 0.00
C 2.178 2.095 -1.402 -0.04
O 0.917 1.365 -1.232 -0.26
C -0.205 2.217 -1.465 -0.20
C -1.523 1.519 -1.006 -0.15
N -1.310 1.428 0.457 -0.13
C -2.293 0.770 1.205 -0.20
C -2.132 -0.763 1.301 -0.12
O -0.709 -1.175 1.536 -0.33
C -0.559 -2.633 1.741 -0.05
H 2.141 2.591 -2.508 0.14
H 3.032 1.642 -1.200 0.03
H 2.169 3.156 -0.890 0.12
H -0.308 2.478 -2.416 0.08
H -0.148 3.132 -0.908 0.12
H -1.857 0.605 -1.521 0.12
H -2.492 2.105 -1.296 0.16
H -0.983 2.322 0.853 0.15
H -3.356 1.061 0.786 0.17
H -2.270 1.025 2.237 0.12
H -2.102 -1.396 0.390 0.11
H -2.653 -1.250 2.070 0.11
H -1.229 -2.859 2.501 0.05
H 0.382 -3.062 2.064 0.09
H -0.945 -3.190 0.726 0.14

=====

5.
72
Properties=species:S:1:pos:R:3:mulliken_spin:R:1 method="wB97M-V/def2-TZVPD" e_above_lowest_ev=1.9836 charge=0 lumo_energy_ev="-0.32 / -0.32" s2=12.047 spin_multiplicity=7 gap_ev="5.6 / 5.5" homo_energy_ev="-6.0 / -5.8"
O -3.759 2.057 -3.447 0.00
C -3.690 2.483 -4.589 0.00
C -4.092 1.733 -5.808 0.00
C -4.587 0.426 -5.694 0.00
H -4.676 -0.031 -4.712 0.00
C -4.956 -0.267 -6.846 0.00
H -5.340 -1.281 -6.770 0.00
C -4.833 0.339 -8.102 0.00
H -5.121 -0.201 -8.997 0.00
C -4.337 1.648 -8.202 0.00
H -4.244 2.116 -9.180 0.00
C -3.970 2.337 -7.060 0.00
H -3.584 3.352 -7.121 0.00
H -3.318 3.506 -4.806 0.00
C 1.780 0.187 -2.415 0.00
C 1.926 0.167 -1.011 -0.09
H 2.784 0.124 -2.867 0.00
H 1.311 1.119 -2.774 0.00
H 1.173 -0.632 -2.825 0.00
C 2.877 0.253 -0.180 0.02
C 4.328 0.409 -0.610 -0.01
H 2.784 0.253 0.908 0.00
H 4.435 0.339 -1.707 0.00
H 4.962 -0.361 -0.160 0.00
H 4.723 1.381 -0.300 0.00
Eu -0.050 -0.059 0.047 6.12
Cl -0.551 -2.193 -0.969 -0.01
Cl -1.212 1.352 -1.621 -0.01
H -4.994 -0.796 -0.572 0.00
H -4.962 -3.072 0.565 0.00
C -3.900 -0.778 -0.521 0.00
C -3.869 -3.003 0.562 0.00
N -3.459 -1.607 0.591 0.00
H -3.531 0.240 -0.376 0.00
C -2.493 -1.229 1.414 0.00
O -1.950 -0.066 1.388 0.00
H -3.473 -3.518 1.445 0.00
H -2.162 -1.983 2.127 0.00
H -3.480 -1.166 -1.463 0.00
H -3.478 -3.495 -0.342 0.00
H 0.861 4.084 3.667 0.00
H -1.582 4.885 3.112 0.00
C 0.993 3.975 2.581 0.00
C -1.320 4.716 2.060 0.00
N -0.296 3.702 1.946 0.00
H 1.673 3.148 2.368 0.00
C -0.518 2.624 1.287 0.00
O 0.410 1.756 1.212 -0.01
H -2.213 4.381 1.518 0.00
H -1.490 2.479 0.796 0.00
H 1.409 4.913 2.187 0.00
H -0.975 5.663 1.626 0.00
N 7.461 -5.226 6.443 0.00
C 6.600 -4.606 5.868 0.00
C 5.594 -3.875 5.192 0.00
C 5.821 -3.204 3.983 0.00
C 4.789 -2.505 3.336 0.00
C 3.541 -2.457 3.933 0.00
C 3.292 -3.074 5.156 0.00
C 4.322 -3.801 5.772 0.00
N 2.472 -1.745 3.370 0.00
C 1.614 -0.829 4.126 0.00
C 0.782 -0.267 3.240 0.00
N 1.039 -0.840 1.965 -0.01
C 2.038 -1.682 2.067 0.00
H 6.829 -3.227 3.533 0.00
H 4.994 -1.976 2.392 0.00
H 2.310 -3.035 5.626 0.00
H 4.102 -4.304 6.717 0.00
H 1.756 -0.665 5.133 0.00
H 0.076 0.497 3.408 0.00
H 2.476 -2.229 1.272 0.00